# C34H35BN5O19PS

A 6-piece molecular cluster, C34H35BN5O19PS overall (wB97M-V/def2-TZVPD, OMol25).

* SMILES: O=P(O)(O)[C@@H]1[C@H](O)OS(=O)(=O)C[C@@H]1B(O)O.O=[N+]([O-])c1ccccc1.O=[N+]([O-])c1ccccc1.O=[N+]([O-])c1ccccc1.O=[N+]([O-])c1ccccc1.O=[N+]([O-])c1ccccc1
* total charge: 0
* gap between HOMO and LUMO: 0.323 Eh

Structure (XYZ):
```
96
C34H35BN5O19PS, DFT wB97M-V/def2-TZVPD
S -2.95830 0.47284 -1.08167
P 1.12165 -1.60031 0.12540
O 7.58439 1.41871 -6.11942
O -4.44254 0.40225 -0.92472
O 2.40677 -0.52667 0.00931
O 6.34315 2.73495 0.92268
O -0.57134 0.22821 1.80915
O -2.33210 0.61667 0.42668
O -1.88219 -4.06501 0.33299
O -6.15702 1.30802 4.86316
O -2.77725 -2.05776 1.30304
O -6.46012 -2.92765 2.25259
O -1.10565 -3.92001 -3.91569
O -4.86027 -4.33728 2.48776
O -0.01871 -4.65863 -2.22015
O 6.62917 4.85575 1.03944
O -2.60941 1.63661 -1.91826
O 0.96692 -2.20676 1.48301
O 1.52482 -2.84690 -0.92071
O 7.20880 0.06991 -4.49606
O -6.27878 3.29193 5.66664
N -5.62919 -3.49728 2.92220
N -0.15139 -4.48102 -3.40839
N -6.14257 2.51526 4.74582
N 5.92423 3.87133 0.98562
N 7.53927 1.14968 -4.93897
C -5.39100 -2.52800 7.02044
C 8.24812 3.45604 -4.45563
C 3.01944 -6.05327 -4.57877
C -5.94596 3.07012 3.40716
C -5.53842 -3.15290 4.33820
C -5.88991 4.44736 3.24242
C 2.93801 -5.82880 -5.94802
C 2.58161 5.52288 1.07817
C 8.54259 4.18534 -2.18111
C 3.95789 5.34968 1.04763
C 0.91024 -4.96005 -4.29058
C 2.27151 3.13402 1.00026
C 8.56760 4.45308 -3.54522
C -2.46654 -1.10024 -1.86857
C -4.57871 -3.77073 5.12810
C -5.80872 2.20961 2.32718
C 1.83585 -5.17540 -6.48668
C -0.90903 0.40488 0.48267
C 8.20421 2.91784 -1.72261
C -6.34274 -1.91045 6.21777
C 0.81313 -4.73878 -5.65753
C -5.60321 2.73663 1.06018
C 1.73972 4.41648 1.05874
C -6.41935 -2.22013 4.86853
C -4.50796 -3.45333 6.47607
C -5.53522 4.11378 0.88526
C -5.68130 4.96758 1.97343
C 2.00247 -5.61770 -3.74175
C -1.41420 -1.79218 -0.93768
C 7.90145 2.19694 -3.98531
C -0.37193 -0.69848 -0.49241
C 7.88078 1.91631 -2.62636
C 4.47632 4.06303 0.99735
C 3.64547 2.95250 0.96767
B -2.03717 -2.65353 0.26348
H 7.61498 0.93375 -2.26301
H -5.48689 2.07391 0.21224
H -7.02625 -1.18890 6.64447
H -3.50930 -2.63148 1.52897
H 2.16455 6.52021 1.12053
H -1.92623 -0.81630 -2.79094
H 8.83303 5.44068 -3.89881
H 3.87753 -6.56482 -4.16367
H -5.85749 1.13753 2.45724
H 4.04981 1.95101 0.92353
H 1.61450 2.27420 0.98405
H -6.00272 5.11591 4.08416
H 8.78614 4.96711 -1.47223
H 0.66580 4.55463 1.09000
H -7.16083 -1.73562 4.24920
H -5.36610 4.52316 -0.10321
H 3.73706 -6.16350 -6.59773
H -0.04147 -4.23128 -6.08230
H 1.77551 -5.00386 -7.55312
H 8.18788 2.71272 -0.66114
H -5.33728 -2.28731 8.07490
H -0.89007 -0.63499 2.09913
H -0.05444 -0.16696 -1.41736
H 8.26891 3.67049 -5.51476
H -3.31988 -1.72576 -2.15577
H 4.60719 6.21360 1.06576
H 3.07653 -0.95456 -0.52779
H -3.89062 -4.49252 4.71065
H 1.96348 -2.48724 -1.70000
H -0.86233 -2.50719 -1.58024
H 2.07235 -5.79251 -2.67666
H -2.69857 -4.47835 0.04509
H -3.76633 -3.92909 7.10373
H -0.43666 1.35698 0.17875
H -5.62922 6.03938 1.83248
```

Atom charges from the Löwdin analysis, given in e for atoms 1 to 8: S 0.74; P 0.63; O 0.08; O -0.32; O -0.14; O 0.07; O 0.04; O -0.15

# C39H81F4I2N3O25P5

A 6-piece molecular cluster, C39H81F4I2N3O25P5 overall (wB97M-V/def2-TZVPD, OMol25).

* total charge: +1
* gap between HOMO and LUMO: 0.260 Eh

Structure (XYZ):
```
159
C39H81F4I2N3O25P5, DFT wB97M-V/def2-TZVPD
I -0.37458 0.11264 -4.03966
I -1.55001 -3.42623 -0.70003
P 3.80349 -5.58246 -3.01868
P 3.37576 4.87103 3.17843
P -7.95199 5.89086 -4.53103
P 3.89136 -5.37487 1.64788
P 10.01928 -4.51194 5.35438
F -7.50084 1.15734 3.55109
F -7.79456 1.15270 -2.54573
F -7.91792 0.19749 1.67728
F -7.27138 2.30841 1.75812
O 8.56452 -4.45333 5.08512
O -1.10785 1.20794 -1.03592
O 10.42876 -2.90961 5.46210
O 4.04969 -6.90721 2.28056
O -2.83280 5.20005 1.48728
O -7.11687 4.87993 -5.25329
O -5.54994 -0.36001 3.29518
O 3.45477 4.88189 4.65468
O 0.73781 2.14410 -0.53342
O 10.92857 -4.66642 4.01392
O 4.40350 -5.77576 -4.51754
O 3.47487 6.49779 2.82401
O 4.78028 4.51058 2.44723
O 4.89883 -5.40745 0.56140
O -7.21848 7.34305 -4.39801
O 3.03595 -4.02215 1.20504
O -8.72564 6.44962 -5.90946
O 10.21380 -6.11805 5.76142
O 3.93033 -7.20192 -2.64672
O 2.31851 -5.45659 -2.98739
O 2.76495 3.36361 2.85799
O 4.21334 -3.97256 -3.01415
O -7.35973 5.40359 -3.01338
O 0.25610 0.37375 1.81261
O 4.38849 -4.66605 3.01179
N -3.52116 1.48001 -0.35913
N -4.67871 5.75245 0.26735
N -0.38476 2.17941 -0.27198
C 1.97163 3.18972 1.66260
C 10.47277 -5.54026 2.98320
C -5.61065 0.63883 2.25687
C -1.87977 -0.20081 0.80807
C -2.24605 0.65368 -0.41715
C 0.26400 -2.67941 -3.06567
C -8.09416 5.77365 -1.82865
C 0.55902 4.24821 -2.79214
C 3.70380 -6.62916 -5.41999
C -4.72325 0.53150 -0.33053
C -6.07782 0.73484 -1.05305
C 3.04319 6.92201 1.51693
C 1.63857 -3.94405 1.52363
C -7.09996 1.06626 2.26894
C -1.93999 3.44478 -3.12768
C 5.72185 -4.92906 3.47892
C -0.54853 3.86670 -3.01324
C -5.82441 7.38182 -4.11674
C -6.42442 1.40625 -2.38076
C -4.59086 -2.13069 -0.84345
C 11.41967 -6.48740 6.46144
C -3.86942 4.86916 0.97903
C -0.69551 -1.53975 -2.75613
C -1.62819 -1.57573 -1.79619
C -3.34137 2.37549 0.84910
C -2.59425 -0.44329 -1.52173
C 2.97341 -7.40837 3.09951
C -5.79300 1.00316 -3.71127
C -2.75124 3.61823 -1.79493
C 5.98097 5.06820 2.98218
C -5.10445 -0.12711 1.02717
C 11.55047 -2.55197 6.30085
C -4.10471 -0.70313 -1.15649
C -0.39538 -0.57139 0.96563
C -3.71344 2.46387 -1.49108
C -4.41845 3.44038 1.12876
C 5.21345 -7.67667 -2.18107
C 5.48323 -3.60862 -2.41734
C -10.04874 7.02200 -5.77793
H -6.75352 1.23534 -0.34853
H -2.40245 -1.15598 0.82796
H 3.62480 6.42171 0.73716
H 3.75371 -6.17387 -6.40744
H 3.25628 -8.39596 3.45340
H -4.71776 3.41633 2.17852
H -3.31462 4.53501 -1.97957
H -2.10492 0.23557 1.78480
H -6.35250 0.14999 -4.10539
H -8.16453 6.86175 -1.74683
H 6.75732 4.30970 2.90584
H -4.74398 0.70550 -3.69746
H -5.66617 7.57477 -3.05290
H -3.78523 1.86389 -2.39904
H -7.54306 5.38866 -0.97197
H -10.75240 6.27077 -5.41605
H 1.98084 6.71756 1.37517
H 11.69059 -1.47718 6.22828
H 5.60562 -2.53360 -2.52496
H -2.38564 2.89845 0.84879
H 5.98804 -7.48935 -2.93020
H -5.17087 0.03166 4.08665
H 2.65944 -6.74859 -5.13339
H -10.03662 7.87944 -5.10243
H 5.13311 -8.74890 -2.01967
H 1.46601 -4.00682 2.60169
H 6.12065 -4.00701 3.89174
H 11.34289 -2.80624 7.34164
H -4.19177 -2.54652 0.07995
H -4.22886 -2.75487 -1.65861
H -5.93654 -0.80799 0.84962
H -4.95303 5.32445 -0.61131
H 1.68510 2.14888 1.60287
H 1.56834 4.38686 -2.48616
H -5.35592 3.30453 0.58641
H -5.67871 -2.20102 -0.81914
H 11.46934 -5.99431 7.43257
H 0.89282 -2.44958 -3.92101
H 3.20646 7.99397 1.44254
H -4.56648 -0.62913 -2.14483
H 6.30820 -4.11493 -2.92288
H 12.46068 -3.05519 5.96807
H 0.13875 -0.65835 0.01791
H -10.36754 7.34937 -6.76343
H 0.73845 -0.10246 2.49456
H 4.18737 -7.60651 -5.45351
H -5.39758 8.20046 -4.69231
H 0.88344 -2.94668 -2.21244
H 6.27523 5.94019 2.39622
H 5.86187 5.35362 4.02668
H 5.68754 -5.68168 4.26555
H -5.33131 6.45104 -4.39892
H -9.09394 5.33907 -1.82769
H -4.33532 -0.79113 1.40837
H 5.48587 -3.85952 -1.35509
H -2.68120 0.04405 -2.49544
H -2.39413 4.06606 -3.90443
H 2.81143 -6.75692 3.96241
H 6.37466 -5.26988 2.67703
H -4.69601 2.92044 -1.43921
H -5.04216 1.46225 2.68040
H -2.02566 3.90795 -1.03577
H 10.70912 -5.07379 2.02885
H 10.99488 -6.49585 3.05180
H -2.06802 2.41613 -3.45901
H 9.39764 -5.70736 3.04230
H -3.29171 1.78332 1.75610
H -0.36445 -3.52120 -3.36681
H 11.40005 -7.56305 6.61524
H -5.94920 1.80192 -4.43721
H 12.30259 -6.23131 5.86966
H 2.05374 -7.49250 2.51980
H -0.34193 -1.53969 1.46393
H 5.48101 -7.19462 -1.23999
H 1.27596 -2.98796 1.15492
H 1.06652 3.80107 1.72034
H 2.54847 3.45911 0.77543
H -4.16567 6.60286 0.05736
H -6.53543 -0.25309 -1.13285
H 1.09634 -4.74111 1.01062
H -6.40807 2.50061 -2.32423
```

Atom charges from the Löwdin analysis, given in e for atoms 1 to 8: I 1.06; I 1.15; P 0.56; P 0.53; P 0.64; P 0.55; P 0.55; F 0.15

# C5H9NO

One molecule with the formula C5H9NO (wB97M-V/def2-TZVPD, OMol25).

* SMILES: C/C(O)=C1/CN1C
* total charge: 0
* gap between HOMO and LUMO: 0.327 Eh
* energy relative to the best compared isomer or geometry (same formula, charge and spin): 284.4 kJ/mol

Structure (XYZ):
```
16
C5H9NO, DFT wB97M-V/def2-TZVPD
O -1.83239 -1.03947 1.42313
N 1.32897 0.20191 -0.18649
C 1.35625 -1.21192 0.26033
C -1.03576 -0.10175 0.81869
C 1.31757 0.39763 -1.63244
C -1.69070 1.23508 0.72777
C 0.18352 -0.37262 0.38497
H -1.03752 1.95815 0.23975
H -1.33014 -1.86609 1.44900
H -2.64513 1.19743 0.18932
H 0.80733 1.33672 -1.86368
H 1.97546 -1.41458 1.13248
H -1.91089 1.60882 1.73324
H 1.36191 -1.98021 -0.51623
H 2.35081 0.46456 -1.98849
H 0.80071 -0.41367 -2.17136
```

Atom charges from the Löwdin analysis, given in e for atoms 1 to 8: O 0.03; N -0.09; C -0.07; C -0.34; C -0.10; C -0.02; C -0.24; H 0.08

# C30H29CoN3O7S3

C30H29CoN3O7S3 as an isolated structure (wB97M-V/def2-TZVPD, OMol25).

* 2S+1: 5
* total charge: +1
* gap between HOMO and LUMO (spin up / spin down): 0.319 / 0.252 Eh
* energy relative to the best compared isomer or geometry (same formula, charge and spin): 0.0 kJ/mol

Structure (XYZ):
```
73
C30H29CoN3O7S3, DFT wB97M-V/def2-TZVPD
Co 0.73380 -0.21073 -0.34891
S 2.86665 0.39461 -1.46415
S -0.69200 -0.90684 2.33184
S 0.06689 -3.29039 -1.71505
O -1.19122 2.77132 -2.17259
O -0.73125 -1.04616 0.80398
O 0.66776 -1.89886 -1.53976
O 2.80879 0.55444 3.03041
O -0.40340 0.76861 -1.53527
O 1.90040 -0.41603 1.22185
O 1.20499 5.43391 1.81180
N 1.47212 0.22268 -3.70162
N 2.61694 2.17127 -3.47746
N 0.72344 1.64500 0.48568
C -0.57804 2.07136 -1.41054
C -2.37034 -1.20988 2.82052
C 3.92659 4.12964 -3.85259
C 0.11219 2.61022 -0.17492
C 2.28621 0.98400 -2.95987
C -1.68082 -3.14819 -1.37346
C -2.45448 -4.25993 -1.06290
C 3.99106 4.76301 -1.16599
C 0.22094 3.92351 0.22140
C 0.06825 -2.45363 2.91376
C 4.57894 5.27466 -3.42953
C 3.30761 3.29406 -2.92942
C -0.13343 -3.57945 1.90246
C -2.73241 -0.84502 4.11073
C -4.02577 -1.09750 4.53925
C -4.93826 -1.69131 3.67644
C -3.83522 -4.12988 -1.01786
C -3.27048 -1.79271 1.94429
C -4.56419 -2.03202 2.38409
C 3.32819 3.61590 -1.57850
C 1.01900 4.19298 1.34011
C -3.64704 -1.80639 -1.61178
C 4.61858 5.59419 -2.08050
C 1.04114 -3.65807 0.92502
C 2.16131 0.60151 2.01714
C 0.74034 -4.34393 -0.39657
C -2.26538 -1.92074 -1.65783
C 1.50992 1.87926 1.52418
C -4.43118 -2.90791 -1.29833
C 1.68551 3.15566 2.00459
H -1.65474 -1.05881 -1.89526
H -5.50914 -2.81615 -1.27775
H 2.84590 2.98214 -0.85249
H 0.87944 0.64354 -4.40049
H 5.13381 6.48406 -1.74606
H 4.01415 5.00346 -0.11081
H 1.12271 -2.21907 3.06450
H -5.94946 -1.87920 4.01170
H -0.23502 -4.52438 2.43907
H 0.71674 6.08111 1.28893
H 2.35709 2.30462 -4.44477
H -0.39138 -2.64993 3.88211
H -1.07093 -3.42799 1.36502
H 2.32564 3.35327 2.85267
H 1.86333 -4.20308 1.39408
H 1.65551 -4.72018 -0.85518
H -4.44366 -4.99073 -0.77506
H -5.28166 -2.48329 1.71154
H -4.32436 -0.82009 5.54089
H 1.14423 -0.63175 -3.27124
H -2.96570 -2.03199 0.93491
H 0.05705 -5.18899 -0.30484
H -2.01758 -0.36582 4.76970
H -0.27615 4.70462 -0.33975
H 3.90454 3.87893 -4.90719
H 5.06051 5.91322 -4.15744
H -2.00878 -5.22652 -0.87245
H 1.44259 -2.66592 0.72798
H -4.10736 -0.85128 -1.82646
```

Atom charges from the Löwdin analysis, given in e for atoms 1 to 8: Co 0.72; S 0.83; S 1.10; S 1.10; O 0.13; O -0.54; O -0.59; O 0.13

no.,largest force on an atom (eV/A)
1,6.18
2,8.66
3,0.49
4,0.19